Entry from the Open Molecules 2025 dataset: a 4-piece molecular cluster, C71H74N3O9 overall at a distorted geometry (ωB97M-V with the def2-TZVPD basis set).

CARTESIAN COORDINATES (ANGSTROEM)
C  -0.932  2.223  -1.991
C  0.320  1.780  -1.756
C  0.614  0.340  -1.534
N  1.350  0.080  -0.242
C  2.231  -0.976  -0.232
N  1.788  -2.258  0.063
C  0.991  -2.301  1.303
C  1.908  -2.414  2.555
C  1.270  -3.347  3.550
C  1.500  -4.718  3.449
C  0.902  -5.616  4.329
C  0.051  -5.166  5.339
C  -0.154  -3.794  5.461
C  0.447  -2.896  4.584
C  1.160  -2.995  -1.083
C  -0.386  -2.887  -1.225
C  -1.030  -4.210  -0.772
C  -0.681  -2.775  -2.738
N  3.516  -0.815  -0.451
C  4.088  0.509  -0.745
C  3.877  1.028  -2.171
C  4.087  -0.009  -3.271
C  3.786  0.551  -4.668
C  2.279  0.540  -5.010
C  1.974  0.016  -6.415
C  2.426  -1.433  -6.621
C  1.575  -2.427  -5.804
O  1.149  -3.503  -6.619
C  -0.239  -3.514  -6.914
C  4.469  -1.939  -0.349
C  4.604  -2.816  -1.603
O  5.255  -4.027  -1.217
C  4.504  -5.151  -1.428
C  4.898  -6.072  -2.553
O  3.574  -5.428  -0.738
H  -1.763  1.934  -1.354
H  -1.140  2.858  -2.841
H  1.134  2.503  -1.769
H  -0.356  -0.141  -1.451
H  1.200  -0.060  -2.358
H  1.756  0.925  0.139
H  0.419  -1.386  1.443
H  0.350  -3.170  1.329
H  2.119  -1.443  2.999
H  2.833  -2.901  2.253
H  2.145  -5.130  2.685
H  1.065  -6.681  4.245
H  -0.432  -5.865  6.004
H  -0.802  -3.437  6.250
H  0.288  -1.829  4.683
H  1.405  -4.042  -0.940
H  1.599  -2.595  -1.995
H  -0.814  -2.029  -0.712
H  -2.022  -4.307  -1.207
H  -1.121  -4.294  0.307
H  -0.458  -5.042  -1.179
H  -1.671  -3.146  -2.984
H  0.061  -3.338  -3.304
H  -0.626  -1.746  -3.101
H  3.671  1.237  -0.052
H  5.153  0.507  -0.547
H  4.629  1.802  -2.325
H  2.915  1.512  -2.326
H  5.126  -0.339  -3.274
H  3.404  -0.848  -3.114
H  4.360  -0.024  -5.390
H  4.177  1.567  -4.743
H  1.802  -0.168  -4.330
H  1.898  1.549  -4.875
H  0.882  0.000  -6.489
H  2.312  0.690  -7.200
H  3.465  -1.562  -6.333
H  2.259  -1.679  -7.665
H  0.736  -1.935  -5.305
H  2.194  -2.875  -5.019
H  -0.718  -2.550  -6.749
H  -0.372  -3.757  -7.968
H  -0.731  -4.310  -6.354
H  5.449  -1.512  -0.161
H  4.246  -2.587  0.489
H  3.673  -2.965  -2.142
H  5.280  -2.316  -2.294
H  5.946  -5.916  -2.798
H  4.803  -7.085  -2.179
H  4.270  -5.907  -3.423
C  6.674  -8.174  7.275
C  5.377  -7.762  6.987
C  5.041  -7.369  5.703
C  6.005  -7.376  4.702
C  7.313  -7.768  4.996
C  7.640  -8.176  6.283
C  8.374  -7.738  3.950
O  9.508  -8.081  4.200
C  8.003  -7.264  2.585
C  8.984  -7.174  1.607
C  8.651  -6.746  0.334
C  7.335  -6.415  0.028
C  6.350  -6.499  0.999
C  6.686  -6.915  2.282
C  5.624  -6.968  3.324
O  4.476  -6.679  3.052
H  6.932  -8.488  8.277
H  4.628  -7.750  7.768
H  4.032  -7.052  5.475
H  8.651  -8.490  6.504
H  10.005  -7.435  1.848
H  9.419  -6.671  -0.425
H  7.086  -6.086  -0.969
H  5.325  -6.240  0.778
C  -5.954  3.829  0.764
C  -7.266  4.263  0.618
C  -7.669  4.875  -0.556
C  -6.759  5.068  -1.586
C  -5.434  4.651  -1.433
C  -5.040  4.023  -0.258
C  -4.431  4.887  -2.506
O  -3.279  4.517  -2.377
C  -4.871  5.593  -3.741
C  -3.940  5.875  -4.733
C  -4.336  6.520  -5.892
C  -5.668  6.879  -6.070
C  -6.600  6.606  -5.083
C  -6.205  5.971  -3.913
C  -7.215  5.715  -2.848
O  -8.376  6.029  -3.002
H  -5.644  3.344  1.680
H  -7.975  4.122  1.423
H  -8.690  5.210  -0.675
H  -4.017  3.692  -0.146
H  -2.906  5.592  -4.593
H  -3.609  6.743  -6.661
H  -5.977  7.377  -6.979
H  -7.635  6.888  -5.215
C  -11.035  9.793  3.323
C  -10.735  8.655  2.582
C  -9.520  8.014  2.753
C  -8.593  8.515  3.658
C  -8.885  9.671  4.385
C  -10.112  10.301  4.222
C  -7.889  10.253  5.327
O  -8.142  11.254  5.964
C  -6.567  9.577  5.461
C  -5.602  10.132  6.291
C  -4.374  9.510  6.437
C  -4.107  8.325  5.759
C  -5.063  7.770  4.926
C  -6.292  8.397  4.767
C  -7.298  7.804  3.841
O  -7.067  6.769  3.248
H  -11.989  10.287  3.194
H  -11.454  8.267  1.871
H  -9.285  7.126  2.182
H  -10.339  11.188  4.796
H  -5.815  11.051  6.819
H  -3.622  9.947  7.081
H  -3.149  7.837  5.880
H  -4.858  6.851  4.394

Cartesian forces (eV/Å) of the 2 atoms listed first:
C 0.35 -0.32 0.02
C -0.05 0.49 -0.11

The HOMO-LUMO gap is 7.93 eV. For the molar mass, the calculation gives 1113.39 Da. Its total charge is +1. The value obtained for the HOMO energy is -0.399 Eh. The multiplicity is 1.